{
  "formula": "C74H210N33O17P11",
  "method": "the ωB97M-V functional and the def2-TZVPD basis",
  "energy_ev": -266316.9423,
  "orbital_gap_ev": 8.40,
  "fmax_ha_per_bohr": 0.0708,
  "e_lumo_ev": 0.29,
  "symbols": ["H", "C", "N", "H", "N", "P", "O", "H", "P", "H", "H", "H", "C", "C", "C", "H", "P", "H", "C", "O", "H", "H", "H", "C", "C", "H", "H", "H", "H", "C", "H", "H", "H", "H", "H", "H", "H", "H", "C", "H", "H", "H", "H", "N", "H", "H", "H", "H", "C", "H", "C", "H", "C", "H", "H", "H", "O", "H", "N", "H", "N", "H", "H", "H", "H", "H", "H", "C", "H", "H", "N", "C", "H", "H", "N", "N", "H", "H", "C", "H", "O", "H", "N", "H", "C", "C", "H", "H", "H", "H", "H", "H", "C", "H", "H", "H", "H", "C", "H", "H", "P", "C", "C", "H", "H", "N", "H", "H", "H", "N", "H", "C", "P", "H", "H", "H", "H", "O", "H", "C", "P", "C", "C", "C", "H", "C", "H", "H", "H", "H", "C", "H", "C", "H", "H", "H", "H", "H", "H", "H", "H", "H", "H", "H", "H", "C", "H", "H", "N", "C", "H", "H", "P", "C", "H", "H", "H", "C", "C", "H", "H", "C", "C", "H", "C", "P", "H", "H", "H", "H", "O", "H", "H", "C", "H", "C", "H", "H", "N", "C", "O", "N", "O", "H", "C", "C", "H", "C", "H", "H", "H", "H", "H", "H", "C", "H", "H", "H", "H", "H", "H", "H", "C", "H", "H", "N", "H", "H", "H", "H", "H", "H", "C", "H", "O", "H", "C", "H", "N", "H", "H", "H", "C", "H", "C", "H", "H", "H", "C", "H", "C", "H", "H", "H", "N", "O", "H", "H", "H", "H", "H", "C", "H", "O", "H", "H", "H", "H", "H", "H", "H", "C", "H", "H", "N", "H", "N", "C", "H", "C", "N", "H", "C", "H", "O", "N", "H", "H", "H", "C", "H", "O", "H", "H", "H", "C", "N", "O", "H", "C", "C", "H", "H", "P", "C", "C", "O", "O", "H", "H", "H", "H", "N", "H", "N", "H", "H", "N", "H", "H", "N", "H", "H", "H", "H", "C", "N", "C", "H", "C", "C", "H", "N", "H", "N", "H", "H", "O", "H", "N", "H", "C", "H", "C", "C", "P", "C", "C", "H", "H", "H", "N", "H", "H", "N", "C", "H", "P", "H", "H", "H", "C", "N", "H", "C"],
  "xyz": [[-6.519639, -3.596359, 2.734643], [2.031881, 1.014873, 7.568505], [6.215007, 3.310165, 3.920006], [-4.372981, -9.306203, -0.973196], [3.778658, -3.383005, -4.816645], [5.199866, 1.127675, -2.449226], [-4.490013, -5.548946, 0.335277], [3.058244, 3.380705, -3.525087], [-0.515575, 0.529926, -0.107524], [4.051587, 4.794616, 5.853511], [-0.958259, 4.754511, -5.013129], [0.209144, 6.590313, 6.705451], [-2.789202, 2.400427, -6.679319], [2.106387, -1.297836, 8.123999], [7.549213, 3.705155, 4.336597], [-0.151524, -1.840410, 1.196643], [-5.806306, 1.665666, -3.768861], [-6.334910, 3.801203, 3.468564], [6.201922, 1.937962, 3.457768], [-0.677752, -7.383417, -0.413559], [4.562298, 4.326180, -3.796129], [-0.780475, 2.394479, 4.712169], [0.255058, -1.971294, -2.464415], [-2.423350, 1.072588, 6.334665], [5.616327, 6.974488, 4.195386], [-3.586495, -0.951058, -3.746813], [-4.087040, 8.365395, 3.909718], [-3.235445, 6.940335, 3.293298], [3.184271, -1.653433, 8.225094], [1.781490, 7.169854, 4.423149], [1.978563, 0.431301, -1.069852], [-0.549684, -1.719233, 6.333479], [7.774867, 3.461242, 5.383696], [7.990471, -0.683668, -1.651649], [-5.325518, 4.976111, 4.242466], [-8.450294, 1.980612, -3.656869], [-5.799792, 3.209653, 7.576113], [2.820107, 1.000892, 8.354615], [4.647563, -0.906270, 5.887284], [1.303042, 8.876307, 1.636070], [-2.764924, 5.443606, 6.677402], [-0.060061, 9.477898, 2.536250], [3.109458, -2.251054, -0.308361], [0.119737, 0.482736, 1.446855], [3.314814, -1.311048, -5.298077], [6.539384, 3.430500, -1.771097], [4.361399, -6.305090, 2.911368], [1.379098, -5.398211, -2.694540], [4.436859, 1.689611, -4.915220], [-0.537634, -1.091093, 4.694637], [-7.586478, -5.496694, -0.517989], [-1.545360, 2.046843, -8.734246], [-5.194976, 4.128967, 7.610144], [5.692301, 5.156181, 6.564694], [-4.701026, -3.537433, 1.123674], [-6.170594, 2.254025, -6.208851], [-1.452507, -5.591654, 0.775265], [4.358027, 1.610066, 0.898762], [0.270524, 1.582281, -1.082067], [4.378818, -2.776195, 3.774573], [3.740593, 3.714348, 3.095469], [0.932896, 8.183978, 6.751557], [3.794096, 2.580147, 4.890966], [-1.395140, 2.826095, -1.244417], [5.488086, -7.357432, -2.442101], [-0.198811, 2.016808, -9.871170], [-0.544256, 0.861610, -4.667265], [-5.333844, 4.263733, 3.438106], [2.767362, -5.837878, 3.497535], [4.948591, 7.687076, 4.654039], [-1.634830, 3.120315, -6.096269], [1.549037, 0.391009, 1.698460], [2.129985, 3.528428, 1.827894], [-3.801936, 2.484963, 1.928096], [2.854552, -4.883202, -6.840518], [-1.931381, 8.330348, 4.065489], [-0.346750, 5.527136, 1.656002], [5.602287, -3.356972, -1.504776], [1.352488, -4.459773, -3.298781], [4.980954, -4.896744, -2.119441], [1.379654, 0.323143, 4.745636], [2.519562, 7.788492, 4.952130], [3.096629, -5.636943, 1.459552], [1.447679, -4.336148, -8.233793], [3.311893, -6.355094, 2.731357], [-3.985166, -8.277532, -1.013453], [-1.453872, -1.590725, -2.178289], [0.349101, -3.995997, -3.140314], [4.398194, -0.147204, 6.586232], [-1.714950, 10.402869, 3.550580], [-0.445930, -0.340138, -2.632012], [-3.556210, -7.964306, -0.062064], [0.760337, 4.612985, -8.496668], [0.118684, 5.263407, -9.105401], [1.523116, -4.199831, 4.805105], [1.106945, -6.132532, 0.804764], [-7.514161, -0.512258, -3.568760], [-3.646420, 5.368990, 6.034433], [2.643770, -3.468155, 5.965189], [1.981046, 6.066590, 4.604968], [-0.706152, 7.227223, 3.758058], [1.608999, -3.514743, 5.713244], [-3.919576, -3.720207, -2.296230], [-0.041626, -4.720503, -6.000639], [5.665601, -2.852402, -5.701189], [-6.803028, 1.469391, -2.430198], [2.095402, 5.016698, 2.723761], [-1.236105, 3.362166, -9.839146], [-5.205421, 1.526690, -1.026183], [5.273155, 5.598540, 4.472858], [5.030643, -1.778873, 6.521348], [2.930563, -7.526275, -1.020476], [2.002593, -0.787706, 5.504321], [8.590429, 1.652589, -2.834239], [-3.958273, -0.629786, -2.059629], [-2.937214, -3.516603, -1.815985], [-2.802895, 1.390031, -1.932447], [4.348530, -0.080648, -2.420593], [2.339301, 3.710057, 4.755809], [4.678115, -3.933227, -1.724413], [-5.029494, -5.831731, -1.062009], [-6.279329, 1.651275, -1.082419], [-1.620781, 3.022337, 5.124172], [-0.252250, -1.960266, 5.328086], [8.147568, 0.937946, -4.340318], [3.032337, -2.111605, -4.627164], [-3.678982, -1.410462, 2.110121], [-2.863633, -4.709882, 2.100985], [-5.175054, 1.712863, 2.804124], [-8.100266, 3.058447, -2.306870], [2.196768, -3.860342, -7.582231], [2.754971, -2.129509, 3.355873], [-1.885536, 4.422618, -5.520090], [-3.199355, -8.357366, -1.744674], [7.392179, 2.145251, -0.629148], [-1.218915, 3.388442, 6.076718], [-5.470043, -7.699408, -3.426659], [-2.636124, -6.465463, 4.443358], [-0.391384, 2.256805, 2.533004], [-0.266388, -5.662603, -4.564017], [-2.358023, 1.554129, -3.671034], [-0.049351, -2.989266, 0.004208], [3.833311, -6.648372, -7.068002], [5.442109, -8.538102, -1.067971], [5.291825, 1.537975, -5.531616], [5.442326, -7.479799, -1.342078], [2.422758, 2.169125, 3.935039], [-6.196713, -9.000534, -2.392784], [4.812235, 2.227792, -3.586873], [4.856533, 5.465453, 5.869775], [-5.303302, -0.907168, -3.200375], [-2.162558, 5.189130, -6.266596], [5.198165, 4.470591, 3.255490], [0.054511, 6.465472, 1.295526], [5.273412, 1.707754, 2.933961], [2.105024, -0.198040, 0.912312], [-6.960275, -7.511122, -2.425220], [4.101729, 3.469333, -3.246639], [-5.173967, -2.577913, 1.278758], [6.340411, -1.146279, -1.853402], [-6.387834, 0.675883, -6.934764], [-8.118507, 1.980025, -2.609106], [-0.552102, -2.007134, 0.184951], [0.970346, 5.110406, -7.553615], [-2.569504, -6.810314, 2.387628], [-0.104606, 2.873147, -6.610664], [-4.431407, 4.149601, 8.356168], [4.077069, -1.051503, 3.052886], [-3.047843, 2.766569, -7.676697], [5.640570, -4.345023, -4.787155], [0.860115, 3.579007, -5.750401], [-0.650973, -2.857734, 4.921274], [-6.426047, 2.659567, -0.723689], [7.164139, -0.733718, -2.377527], [-0.270377, 9.065507, 0.765038], [0.197077, 7.579601, 6.236709], [-3.540700, 1.411153, 3.291572], [-2.208825, -5.897032, -2.215906], [0.057424, 3.392059, -8.206188], [-3.199671, 7.999059, 3.331672], [-2.004906, 0.797160, -0.061801], [6.748233, 0.519628, -2.946548], [3.773092, -6.022712, -4.743409], [1.204658, -4.970458, 2.074198], [0.416552, -5.404658, -5.302218], [5.024906, 1.093389, 0.173565], [-3.152141, -6.986913, -3.045946], [6.504794, 2.809425, -0.834911], [8.379115, 3.312270, 3.783818], [1.940009, -2.313532, -4.734081], [0.696140, -6.320435, -5.791476], [2.030272, 1.736658, -2.287774], [2.159293, -7.157953, -0.333888], [-3.623342, -6.908685, 2.077210], [-3.018502, -5.945157, -2.935117], [-1.631243, -2.087804, 0.118684], [5.388720, -0.456870, 5.202980], [4.506830, 0.175153, -0.158742], [7.629465, 4.801532, 4.223459], [5.674756, 7.156637, 3.064313], [-6.212990, -1.932051, 3.176178], [-4.692435, -3.207185, -1.784585], [2.735927, 4.306926, 2.168116], [4.187775, 3.733256, -2.221725], [1.624233, -4.514874, 0.392672], [1.171085, -2.171959, 5.290861], [3.841106, 0.738212, -4.889416], [-4.129911, 6.297998, 6.011310], [-4.976022, -0.510367, 1.545179], [-7.283678, -1.317301, -5.121125], [-6.747065, 0.888134, -0.393629], [-1.419632, -5.102037, 2.808052], [-7.250341, -2.200370, 0.332676], [-0.445209, 6.668222, 0.359422], [-5.188841, 1.715636, 5.929135], [3.051608, -3.205577, 1.111303], [-7.579092, -0.350474, -4.612119], [3.114483, 4.962235, 1.372886], [4.215205, -6.865046, -0.782750], [1.708349, -0.915566, 9.057888], [4.134116, -3.202542, -2.368727], [1.255974, 1.472495, -8.357112], [-4.305691, -0.462644, -3.086282], [4.567755, -2.627860, 0.715588], [-1.795904, 9.738836, 4.430780], [4.548757, 6.475849, 6.212271], [1.459095, -2.178207, 7.918574], [-1.715509, 1.149038, 2.355094], [-4.362118, -1.356955, 1.290168], [-7.240035, -5.398686, 0.496925], [0.990558, 0.643053, -7.710992], [-2.723657, 4.338857, -4.814223], [2.401927, -6.410286, -7.961499], [6.390460, 3.467466, -0.002722], [-4.406308, 0.972849, -3.316720], [-1.164745, 5.855901, 3.854821], [2.298367, 1.633366, 6.751071], [-8.369779, -4.769635, -0.690933], [-2.705582, -5.396638, -3.858207], [-6.844416, -3.529739, -2.587345], [-3.220740, 5.266888, 5.030554], [3.282616, -5.949462, -7.682937], [-7.908261, -4.891874, -2.926398], [5.646918, 5.080194, 1.989321], [-8.874900, 1.473848, -2.043655], [-0.956552, 9.977095, 5.031973], [1.012401, -3.899241, 6.522573], [5.896346, 0.803422, 0.751752], [-0.356800, 0.741301, 3.486675], [7.293355, 2.291169, -3.812812], [-8.001112, -6.469283, -0.741979], [-0.649421, 1.174237, 2.503451], [-5.837750, 5.011605, 7.700225], [7.478950, -1.430107, -3.179305], [-0.098297, -0.952783, -0.658451], [1.740395, -3.117483, -6.940453], [3.875416, -4.221314, -0.500536], [-0.442267, -1.214362, -2.025663], [-0.236895, -0.564379, -5.868613], [3.654559, -2.992130, 0.240420], [-6.505325, -5.195189, -1.472915], [0.177742, 3.651499, -1.225681], [3.041787, 3.011784, 4.201650], [-0.507065, 2.876376, -2.740863], [-1.857007, -7.670587, 1.456998], [-0.206349, 7.519870, 2.251660], [2.236755, 2.203927, -0.620509], [-5.160705, 4.725733, 2.442376], [2.071742, -3.759405, -2.881547], [0.195851, 8.805292, 1.727470], [-3.628954, 2.550225, -5.955367], [5.679846, -5.560503, 0.981499], [-3.283904, 0.331840, 6.285614], [1.722729, 4.422259, -8.971814], [-6.294756, -4.854070, -3.566256], [3.749351, -1.803794, 3.736799], [0.131466, 1.248247, -6.699290], [-7.466196, -2.223976, 1.650467], [-3.146300, 8.467192, 2.340671], [7.755137, 1.404200, -3.452402], [-0.779124, 2.672526, -9.217270], [-2.312847, 1.338817, 7.323956], [0.566092, -0.336928, -8.150284], [3.007651, -4.828395, -5.236535], [1.689111, -5.330018, 1.158971], [-2.323113, -7.246604, 3.769474], [-5.525921, 3.015259, -4.329735], [-8.103355, -1.993228, -0.481086], [6.314107, -6.962817, -0.936973], [-2.702179, 10.052546, 4.985240], [3.183910, -1.776002, -3.643851], [-3.362579, 2.730018, -2.928090], [-5.141954, -7.438872, -1.337980], [-0.771531, 8.041832, 6.420489], [3.529311, -1.256440, 5.081663], [1.127347, 6.327422, 1.115020], [-7.786465, 1.677156, -6.576366], [0.451884, 7.593858, 4.819722], [-3.884475, -3.356687, -3.337202], [2.951517, -8.624326, -0.828543], [-4.445497, 4.174704, 6.297397], [3.782716, -5.505014, -8.544838], [-2.522133, 1.336507, -6.698133], [2.020295, 1.420453, 1.828212], [3.720210, 2.364362, -5.402253], [-6.914927, -4.598039, -2.725442], [-4.332070, 3.305189, 3.798380], [5.224056, -3.329111, -4.814710], [-2.886997, -8.191222, 3.930822], [-6.748501, 1.376698, -6.207500], [-2.080630, -5.473868, 2.075684], [2.005189, 7.373586, 3.350871], [5.291351, 1.982156, -0.979450], [1.655152, -0.062740, 2.699013], [1.957778, -0.321381, 7.104247], [1.127206, 0.199917, -5.136158], [1.128463, 1.390048, 8.039860], [-5.982834, -2.414182, 0.042481], [-8.570062, -0.068531, -5.014803], [-6.731115, 0.807096, -4.893364], [7.035900, 1.721518, 2.738304], [1.722780, 1.499216, -1.267439], [-1.289792, -7.464253, 3.854063], [-5.961683, -7.920958, -2.448350], [0.117754, 0.389852, -5.476291], [4.338963, -5.577000, 0.311047], [-3.204783, 1.663621, -2.925942], [-6.283688, -2.599521, 2.331129], [-1.534370, 0.586603, 6.006025], [2.960654, -3.263017, -8.151147], [-3.844564, -1.133636, 0.355071], [1.456518, -4.675671, -4.701762], [1.966974, 0.357413, -7.369292], [2.617870, -7.294699, -2.069490], [-4.181374, -5.170627, -2.370473], [-4.198891, 2.163690, 2.857901], [5.562931, -2.799481, -3.878569], [-4.248947, 2.771923, 5.407939], [6.354114, 1.334643, 4.362796], [-1.814730, 3.807995, 4.470409], [3.041309, -7.415313, 2.715475], [-1.242864, -6.893984, 0.500571], [-2.734194, 2.117649, 5.411359], [6.638426, 7.184486, 4.574934], [-0.408052, 2.838131, -1.627605]],
  "forces_ev_per_angstrom": [[0.580, 0.074, -0.109], [0.977, 0.148, 1.086], [-0.141, -0.449, -0.569], [0.178, 0.160, 0.558], [-1.542, 0.019, -0.383], [1.635, -1.485, -0.154], [-0.951, -0.402, -1.903], [-0.272, 0.170, -0.044], [-1.684, 1.236, 1.422], [-1.120, -0.991, 0.837], [-0.691, -0.125, -0.157], [-0.034, -0.166, -0.264], [0.107, 0.356, 1.482], [0.357, -1.893, 0.270], [-0.272, 1.837, 0.906], [-0.878, 0.299, -0.055], [-1.124, 0.418, -0.351], [0.015, 0.147, -0.369], [0.467, -0.279, -0.214], [0.620, 0.376, -0.898], [-0.439, -0.610, 0.087], [-0.730, 0.678, 0.248], [-0.457, 0.640, 0.283], [-2.168, -2.125, -2.007], [1.717, 0.250, -2.371], [-0.033, 0.078, -0.260], [0.776, -0.150, -0.510], [-0.259, -0.973, -0.404], [-1.166, 0.360, 0.272], [1.122, -0.439, -0.264], [0.395, 1.048, -0.180], [-0.700, -0.279, 0.604], [-0.339, -0.036, -0.019], [0.028, 0.392, -0.181], [-0.208, 0.823, -0.109], [0.326, -0.162, 0.288], [0.354, 0.399, 0.407], [-0.211, 0.641, -0.447], [1.445, -0.881, -0.059], [-0.474, -0.135, -0.237], [-0.084, 0.037, 0.312], [-0.108, 0.864, -0.384], [0.064, 0.496, -0.759], [-0.920, 0.385, -0.526], [0.267, 0.030, -0.458], [0.674, -0.586, 0.931], [0.798, 0.039, 0.442], [0.098, 0.496, -0.348], [-1.462, -0.397, 0.352], [0.207, -0.741, 0.305], [0.156, 0.775, -1.177], [0.502, 0.343, -0.196], [0.332, -0.179, -2.241], [-0.779, -0.011, -0.724], [0.463, -0.096, 0.280], [0.762, 1.013, -0.169], [0.209, 0.259, 0.203], [0.265, -0.151, -0.429], [-0.420, 1.525, -1.559], [-0.618, 1.807, -0.187], [-1.192, -0.333, -0.132], [0.324, 0.212, 0.068], [-0.326, 0.467, -0.165], [-0.877, 0.304, 0.561], [-0.256, -0.225, 0.377], [0.238, -0.043, 0.102], [0.976, -0.947, -1.168], [-0.721, -0.191, -0.074], [-0.291, 0.193, 0.568], [-0.449, 0.138, 0.088], [-0.651, -0.892, -0.077], [0.658, 0.355, 0.415], [-0.982, -1.162, -0.900], [0.166, 0.278, -1.009], [-0.130, 0.549, -0.396], [-0.527, -0.032, 0.283], [-0.021, -0.197, 0.179], [-0.195, -0.461, 0.423], [-1.835, -0.023, 1.719], [-0.297, 0.206, -0.899], [0.306, 0.028, -0.024], [-0.088, -0.368, 0.185], [-0.508, -0.465, -0.177], [0.122, 0.509, -0.093], [0.102, 0.121, -1.473], [-1.007, -0.984, 0.566], [-0.314, -0.333, 0.449], [0.531, -0.313, 0.262], [-0.345, 0.785, 0.651], [-0.198, -0.187, 0.086], [0.527, 0.909, -0.384], [-0.158, -0.248, -0.136], [-0.206, 0.095, -0.144], [0.322, 0.004, -0.064], [-0.026, 0.568, 1.184], [-0.518, -1.200, -0.413], [-0.635, -0.278, 1.077], [1.554, -1.934, -0.813], [0.729, -0.117, 0.369], [-0.185, 1.171, 0.008], [-1.899, 1.282, 0.209], [-0.404, 0.199, -2.394], [1.373, -1.070, -1.057], [-0.728, -0.219, -0.611], [-0.258, 0.243, 0.121], [1.311, -0.301, -0.355], [-0.016, -0.518, 0.110], [-1.169, 1.533, -1.195], [0.255, -0.398, -0.266], [-0.552, 1.286, 0.390], [-0.029, 0.952, -1.127], [-0.082, 0.220, -0.649], [0.085, 1.071, 0.062], [0.463, 0.076, 0.950], [-0.111, -0.112, 0.015], [-0.473, -0.010, -0.121], [-0.579, -0.268, -0.409], [-0.615, -0.001, 0.658], [0.838, -0.551, -0.399], [-0.055, 0.856, 0.832], [0.439, 1.871, -0.199], [-0.257, -1.082, 0.444], [1.864, -2.664, 1.335], [0.035, 0.963, -0.871], [0.608, -0.258, -0.567], [-0.717, -1.692, -0.804], [0.999, 0.002, 0.465], [-0.126, -0.318, -0.809], [-0.544, -0.367, -0.670], [-0.413, -0.577, -0.099], [0.556, 1.008, -0.484], [0.623, 0.150, 0.194], [-0.088, 0.582, 0.414], [0.348, 0.458, -0.512], [-0.497, 0.789, -0.611], [-0.014, 0.437, -0.016], [-0.511, -0.253, 0.462], [-0.114, 0.075, 0.508], [0.057, -0.398, 0.057], [-1.484, -0.485, 1.309], [-0.809, -0.299, 0.510], [-0.565, 0.549, -0.810], [0.601, -0.114, -0.319], [0.261, 0.030, -0.127], [0.701, -0.076, -0.530], [-0.751, 0.555, -0.167], [-0.104, -0.186, -0.802], [0.785, 0.279, 0.231], [-0.630, 0.642, -0.405], [1.668, 0.690, -0.083], [0.394, -0.166, 0.014], [0.066, -0.233, 0.053], [1.180, -0.090, 0.478], [0.095, -0.761, 0.352], [-0.018, -0.122, 0.374], [-0.731, 0.643, 0.857], [-0.075, 0.697, -0.067], [0.706, 0.610, -1.310], [-1.721, 0.150, -1.376], [-0.797, -0.643, 0.314], [0.386, -0.457, -0.599], [-0.747, 2.092, -0.341], [1.360, -1.715, 1.413], [0.013, 0.094, 0.006], [-1.501, -1.605, -1.386], [1.225, 0.526, -0.807], [0.155, -0.189, 1.059], [0.823, 0.385, -0.490], [-0.233, -0.008, 0.169], [-0.277, 0.189, 0.124], [0.363, 0.487, 0.433], [-1.102, -0.662, -0.052], [-0.526, 0.411, 0.252], [0.966, -0.335, -0.574], [-0.017, -0.135, 0.416], [-0.418, 0.186, 0.400], [0.032, 0.174, -0.080], [0.647, 0.267, 0.090], [-1.214, -1.884, 0.438], [0.776, 1.579, 1.153], [1.486, -0.146, -0.007], [-1.516, 1.482, 1.166], [-0.537, 0.978, -0.403], [0.090, 0.138, 0.025], [-0.129, 0.406, -1.525], [-1.249, 0.331, 0.318], [-0.841, -0.789, -0.724], [-0.239, -0.617, -0.984], [0.095, -0.611, -0.885], [0.832, 0.186, -0.109], [0.394, -0.404, -0.332], [-0.294, -0.138, -0.101], [0.364, 0.042, -0.401], [0.273, 0.164, 0.328], [-0.034, 2.739, 0.611], [-0.325, -0.376, 0.398], [0.295, -0.515, 0.639], [0.235, 0.490, 0.113], [0.073, -0.420, 0.270], [-0.219, -0.272, 1.660], [0.633, 0.357, 0.138], [-0.741, 0.394, 0.585], [0.885, 1.970, 1.350], [0.027, -0.163, 0.972], [0.037, -0.807, 0.653], [0.210, -0.533, 0.427], [0.794, 0.571, 0.505], [-1.382, 1.225, 0.396], [-0.488, 0.477, -0.151], [0.051, 1.056, 0.235], [0.334, 0.928, -0.537], [1.687, 0.150, 0.669], [-0.646, 0.260, -0.461], [-0.085, 0.274, -0.399], [0.518, 1.110, -0.750], [-0.424, -0.159, 0.213], [0.421, 0.228, -1.913], [0.563, -0.836, 0.045], [0.404, 0.524, 1.073], [0.322, 0.141, 0.279], [0.057, -1.221, 0.176], [-0.360, -0.534, -1.014], [-0.651, 0.202, 0.387], [0.354, 0.459, -0.534], [-1.338, 0.048, -0.875], [-0.161, -0.778, -0.071], [0.580, 0.323, 0.036], [-0.177, -0.438, -0.294], [0.873, 0.652, 0.397], [0.117, -0.225, 0.395], [-0.531, -0.244, -0.417], [0.229, 0.085, -0.050], [-1.778, -1.505, -1.364], [-0.185, 0.582, 0.657], [1.002, -1.516, 0.121], [-0.805, -1.961, -0.005], [0.263, 0.961, -0.575], [-0.241, 0.236, 0.212], [-0.242, -0.810, 0.529], [-0.406, 0.605, -0.293], [0.015, 0.041, 0.146], [1.077, 0.520, 0.954], [-1.249, -0.206, -0.321], [-0.282, 0.099, -0.258], [-0.280, -0.488, 0.576], [0.952, -0.270, 0.679], [-0.214, -0.170, 0.394], [0.574, -0.004, -0.256], [-0.298, 0.305, -0.743], [-0.374, 0.929, -0.086], [-0.201, -0.540, 0.334], [1.293, 0.353, 0.359], [0.102, -0.120, -0.074], [-0.101, 0.149, 0.324], [0.525, -0.315, -0.662], [-0.411, -0.034, 0.259], [0.453, 1.313, -1.503], [0.463, -1.250, -1.208], [-0.479, -0.228, 0.636], [0.108, -0.801, 1.566], [0.296, -0.984, 1.721], [-0.065, 0.619, -0.195], [0.489, 0.909, 0.984], [0.620, -0.199, 0.747], [0.618, 0.709, -0.127], [0.825, -0.131, -2.364], [0.294, -0.064, 0.329], [0.057, -0.272, 0.655], [0.224, -0.130, -0.240], [0.620, 0.214, 1.185], [0.402, -0.190, -0.763], [-1.000, 0.057, -0.625], [1.115, 0.742, 0.182], [0.032, 0.134, -0.356], [0.345, -0.376, -0.140], [-0.831, -2.214, 0.850], [0.175, -1.714, 0.548], [-0.477, 0.353, -0.202], [-0.388, -0.212, 0.032], [-0.196, -0.797, -1.147], [1.437, -0.597, 1.413], [0.316, 1.021, 2.401], [0.238, 1.799, 0.209], [2.082, -0.600, 1.218], [1.016, 1.803, 0.038], [-1.181, -1.325, 0.149], [-0.057, -0.142, 0.603], [-0.131, 0.006, -0.098], [-0.132, -0.229, 0.197], [0.382, -0.157, -0.215], [0.321, 0.758, 1.430], [-0.324, 0.452, 0.077], [0.245, -1.017, -0.327], [-0.075, -0.150, 0.078], [-0.876, -0.248, -0.061], [-0.034, 0.161, -0.099], [0.863, -0.397, 0.731], [1.582, 0.740, -0.001], [0.075, 0.099, 0.325], [0.355, 0.608, -0.370], [-0.695, 0.436, 0.515], [0.404, -0.520, -0.038], [-0.260, 0.188, -0.225], [-0.352, -1.032, -0.480], [0.492, 0.249, 0.132], [1.019, 0.507, 0.582], [1.032, -1.278, 0.562], [0.553, 0.086, 0.926], [0.352, 0.676, 0.316], [-2.045, -0.550, -0.851], [-0.344, 1.701, -1.113], [-0.497, -0.232, 0.653], [0.204, -1.285, -0.193], [0.182, -0.003, -0.642], [-0.318, -1.324, -0.932], [0.341, 0.312, 0.412], [-0.402, -0.083, -0.040], [0.553, -0.624, 0.142], [0.026, -0.483, 0.656], [1.063, -0.047, 0.775], [-0.516, 0.216, 0.544], [-0.584, -1.011, -0.073], [1.138, -0.064, 0.454], [0.287, -0.311, -0.616], [-1.303, 1.281, -0.464], [0.377, -1.384, 1.147], [1.368, 0.773, -0.734], [-0.625, -1.211, 0.701], [0.860, -0.446, -0.267], [-0.714, -0.593, -0.112], [0.066, -0.224, 0.185], [2.535, 0.940, 0.599], [0.594, -0.300, 1.042], [-0.014, -0.567, 0.702], [0.746, -0.931, 0.371], [-0.249, 0.266, 1.628], [-0.116, -0.326, -1.055], [-1.380, -0.640, 0.300], [-0.147, -0.409, -0.446], [-0.573, 1.172, -1.030], [-0.299, 0.033, -0.131], [-1.581, -0.663, 1.720], [0.259, 1.448, -0.467], [-0.365, 0.097, -0.027], [1.206, -1.822, 0.072]]
}